(1)
C5H2ClO3S | ωB97M-V/def2-TZVPD

Last column: Mulliken charge in e.
Atoms and positions in Å:
C  -0.55  1.57  -0.03  0.212
C  -1.08  0.37  0.00  -0.255
C  1.01  -0.95  -0.06  -0.237
C  1.80  0.07  -0.09  0.342
C  -2.44  -0.23  -0.01  0.377
O  -2.74  -1.35  -0.30  -0.642
O  -3.08  0.83  0.19  -0.648
O  1.27  -2.26  0.03  -0.410
S  1.21  1.71  -0.12  -0.240
Cl  3.55  -0.03  -0.04  -0.292
H  -0.96  2.48  -0.17  0.512
H  2.02  -2.22  0.62  0.282

Calculated values
Charge ... -1
LUMO ... 2.9476 eV
Relative energy (zero: lowest compared OMol25 entry of this formula, charge and spin) ... 316.6 kJ/mol
Gap between HOMO and LUMO ... 7.2 eV

---

(2)
C3H2NOS | ωB97M-V/def2-TZVPD

Last column: Mulliken charge in e.
Atoms and positions in Å:
S  -1.80  -1.27  -1.01  -0.591
C  -0.54  -0.38  -0.29  -0.049
C  0.07  -0.55  0.97  -0.391
N  1.10  0.41  1.15  -0.385
O  1.10  1.14  0.02  -0.148
C  0.15  0.70  -0.83  -0.321
H  -0.13  -1.26  1.75  0.421
H  0.04  1.21  -1.76  0.463

Calculated values
SMILES ... [S-]c1cnoc1
Charge ... -1
LUMO ... 4.1012 eV
Relative energy (zero: lowest compared OMol25 entry of this formula, charge and spin) ... 91.6 kJ/mol
Gap between HOMO and LUMO ... 6.7 eV

---

(3)
C15H26CoF6NO3P2 | ωB97M-V/def2-TZVPD

Last column: Mulliken charge in e.
Atoms and positions in Å:
Co  0.03  0.66  0.17  0.003
P  -2.03  0.21  -0.11  1.397
C  -2.29  0.75  -1.87  -1.430
C  -0.94  1.03  -2.53  0.459
N  0.17  0.95  -1.75  0.221
C  1.43  1.15  -2.24  0.905
C  1.60  1.73  -3.49  -0.739
C  0.48  1.97  -4.27  -0.402
C  -0.78  1.54  -3.81  -0.722
C  2.56  0.78  -1.31  -1.460
P  1.92  -0.70  -0.31  1.088
H  -1.67  1.61  -4.42  0.489
H  2.61  1.98  -3.86  0.468
H  0.55  2.44  -5.25  0.433
H  3.46  0.51  -1.86  0.524
H  2.91  1.66  -0.72  0.377
H  -3.04  0.20  -2.45  0.574
H  -2.88  1.67  -1.66  0.468
H  -0.79  -2.86  -3.82  0.284
O  -1.18  -3.61  -4.40  -0.617
H  -2.16  -3.48  -4.28  0.338
H  0.63  -4.27  -0.25  0.247
O  0.00  -4.62  0.37  -0.594
H  -0.37  -5.30  -0.25  0.339
C  2.59  -1.89  -1.52  -1.395
H  3.51  -1.36  -1.86  0.410
H  2.84  -2.81  -0.98  0.448
H  1.91  -2.09  -2.36  0.280
C  3.16  -1.03  1.00  -1.216
H  2.72  -1.95  1.43  0.407
H  4.15  -1.26  0.58  0.431
H  3.27  -0.25  1.78  0.269
C  -3.19  1.43  0.57  -1.654
H  -4.13  1.15  0.08  0.515
H  -3.32  1.37  1.65  0.303
H  -2.93  2.46  0.32  0.469
C  -2.68  -1.39  0.34  -1.262
H  -2.89  -1.37  1.41  0.387
H  -3.65  -1.42  -0.17  0.481
H  -2.01  -2.22  0.09  0.327
C  1.29  1.88  3.41  -1.684
C  -0.01  1.10  3.28  0.542
O  -0.28  0.71  2.01  -0.580
C  0.08  -0.24  4.15  0.600
F  0.35  -0.04  5.48  -0.258
F  -1.03  -1.01  4.06  -0.225
F  1.10  -1.00  3.66  -0.200
C  -1.21  2.02  3.82  0.638
F  -0.97  2.50  5.07  -0.256
F  -1.32  3.10  2.99  -0.247
F  -2.42  1.40  3.83  -0.225
H  2.11  1.28  2.97  0.148
H  1.52  2.12  4.45  0.460
H  1.19  2.80  2.82  0.438

Calculated values
Charge ... +1
LUMO (alpha / beta) ... -3.4708 / -3.9495 eV
Relative energy (zero: lowest compared OMol25 entry of this formula, charge and spin) ... 0.4 kJ/mol
Expectation value of S² ... 3.77
Gap between HOMO and LUMO (alpha / beta) ... 8.0 / 8.7 eV
Spin multiplicity ... 4

---

(4)
C4H10N2O4 | ωB97M-V/def2-TZVPD

Last column: Mulliken charge in e.
Atoms and positions in Å:
N  1.83  -0.28  -1.36  -0.310
C  1.70  -0.37  -0.02  0.577
O  2.33  0.38  0.73  -0.716
C  0.69  -1.35  0.51  -0.855
C  -0.66  -0.62  0.65  0.059
N  -1.66  -1.33  -0.12  -0.803
C  -0.78  1.02  0.31  0.434
O  -2.05  1.35  0.73  -0.538
O  -0.73  1.11  -1.08  -0.511
O  0.13  1.82  0.95  -0.659
H  1.30  -0.88  -1.97  0.191
H  2.61  0.24  -1.72  0.263
H  0.56  -2.18  -0.18  0.432
H  1.03  -1.70  1.48  0.223
H  -0.97  -0.63  1.70  0.456
H  -2.56  -0.88  -0.02  0.338
H  -1.42  -1.28  -1.11  0.253
H  -2.12  2.30  0.84  0.352
H  -0.26  1.92  -1.36  0.348
H  1.05  1.38  1.02  0.464

Calculated values
SMILES ... NC(=O)C[C@H](N)C(O)(O)O
LUMO ... 0.6024 eV
Relative energy (zero: lowest compared OMol25 entry of this formula, charge and spin) ... 0.0 kJ/mol
Gap between HOMO and LUMO ... 9.6 eV

---

(5)
C5H5N | ωB97M-V/def2-TZVPD

Last column: Mulliken charge in e.
Atoms and positions in Å:
C  1.90  0.10  0.91  -0.326
C  1.17  0.42  -0.05  -0.112
C  0.03  0.48  -0.90  -0.175
C  -0.69  -0.57  0.06  -0.845
C  -2.07  -0.26  0.25  0.195
N  -3.19  0.00  0.43  -0.470
H  2.89  0.21  1.30  0.403
H  -0.45  1.46  -0.87  0.320
H  0.20  0.15  -1.93  0.260
H  -0.53  -1.57  -0.34  0.338
H  0.74  -0.43  1.15  0.412

Calculated values
LUMO ... -0.4473 eV
Relative energy (zero: lowest compared OMol25 entry of this formula, charge and spin) ... 590.9 kJ/mol
Gap between HOMO and LUMO ... 7.4 eV

---

(6)
C5H20ClO9 | ωB97M-V/def2-TZVPD

Last column: Mulliken charge in e.
Atoms and positions in Å:
Cl  0.93  -0.56  -0.39  1.784
O  0.71  -1.97  -0.19  -0.709
O  0.62  -0.24  -1.77  -0.771
O  0.04  0.17  0.49  -0.593
O  2.28  -0.19  -0.07  -0.677
C  -2.88  2.74  0.32  -0.566
O  -1.58  2.63  -0.22  -0.475
H  -3.47  3.45  -0.27  0.247
H  -3.45  1.81  0.27  0.237
H  -2.80  3.09  1.35  0.232
H  -1.27  1.73  -0.07  0.340
C  -2.03  -3.58  -1.61  -0.544
O  -2.06  -2.22  -1.94  -0.517
H  -2.84  -4.08  -2.15  0.246
H  -1.09  -4.05  -1.93  0.241
H  -2.17  -3.79  -0.55  0.197
H  -1.21  -1.81  -1.71  0.308
C  2.60  1.78  2.77  -0.345
O  3.34  2.81  3.47  -0.541
H  3.20  1.25  2.03  0.213
H  2.17  1.09  3.49  0.248
H  1.80  2.32  2.27  0.141
H  3.99  2.35  4.01  0.281
C  -2.65  -1.74  1.72  -0.090
O  -3.84  -1.48  2.47  -0.586
H  -2.85  -2.02  0.68  -0.002
H  -2.01  -0.86  1.76  0.081
H  -2.08  -2.56  2.17  0.303
H  -4.60  -1.67  1.93  0.308
C  4.21  0.96  -3.09  -0.534
O  2.87  1.36  -3.22  -0.487
H  4.65  1.06  -2.10  0.219
H  4.32  -0.07  -3.44  0.229
H  4.82  1.55  -3.78  0.247
H  2.33  0.74  -2.70  0.338

Calculated values
Charge ... -1
LUMO ... 3.0085 eV
Relative energy (zero: lowest compared OMol25 entry of this formula, charge and spin) ... 21.0 kJ/mol
Gap between HOMO and LUMO ... 10.0 eV

---

> The lowest relative energy (zero: lowest compared OMol25 entry of this formula, charge and spin) belongs to which entry?

C4H10N2O4